19
Properties=species:S:1:pos:R:3:nbo_charge:R:1 method="wB97M-V/def2-TZVPD" smiles=c1cncnc1.COC de_lowest_kj_mol=121.8 e_tot_ha=-419.34011 gap_ha=0.388 lumo_ev=0.71
C -1.21816 0.89998 -1.46210 -0.31
C -0.50016 2.09053 -1.47126 0.07
N 0.83372 2.11709 -1.59786 -0.45
C 1.43074 0.92430 -1.71493 0.24
N 0.84417 -0.27935 -1.71903 -0.46
C -0.48984 -0.27729 -1.59098 0.08
H -2.31115 0.88994 -1.35777 0.23
H -1.00242 3.06210 -1.37437 0.20
H 2.52372 0.93434 -1.81926 0.18
H -0.98359 -1.25801 -1.59280 0.21
C -0.11502 0.11183 1.95733 -0.25
O -0.73637 -1.10557 1.59603 -0.54
C 0.21840 -2.14508 1.51549 -0.26
H -0.89837 0.88679 2.00638 0.19
H 0.63860 0.41997 1.21321 0.17
H 0.37294 0.04188 2.94404 0.17
H 0.98627 -1.93340 0.75249 0.18
H 0.72061 -2.31149 2.48332 0.17
H -0.31403 -3.06855 1.23204 0.19